(1)
The following is a DFT calculation (wB97M-V/def2-TZVPD) of a gas-phase ion, C28H54N9O (charge +1).

Values from the calculation:
HOMO-LUMO gap in eV: 6.29
F_max in eV Å⁻¹: 6.7
LUMO in eV: -3.412

```
! wB97M-V def2-TZVPD RIJCOSX def2/J DEFGRID3
* xyz 1 1
C 0.635 3.963 1.194
C -0.642 3.133 1.886
C -0.214 2.988 3.497
C -1.405 2.348 4.425
C -0.774 0.948 5.078
C -1.292 -0.262 4.049
C -0.515 -1.662 4.358
C -0.299 -2.672 3.100
C 0.009 -2.009 1.651
C -1.533 -1.896 1.012
C -1.675 -0.767 -0.166
C -3.318 -0.556 -0.397
C -3.895 -1.332 -1.720
N -3.737 -0.341 -2.892
C -2.411 0.215 -3.366
C -2.807 1.242 -4.587
C -4.433 1.222 -4.836
C -4.930 0.171 -3.669
N 0.753 -0.726 1.465
O 1.593 -0.278 2.401
C 1.688 -0.640 0.239
N 2.414 0.435 -0.222
C 3.266 0.277 -1.462
C 2.705 1.048 -2.796
C 2.047 2.549 -2.463
C 0.422 2.335 -2.466
N -0.395 3.601 -2.333
C 0.081 4.712 -3.241
N -0.423 4.746 -4.543
N 1.073 5.759 -2.774
N 1.546 -2.036 -0.324
C 1.014 -3.001 0.752
C 0.388 -4.424 0.192
N -0.366 -4.302 -1.116
C 2.420 -3.511 1.434
C 3.686 -3.634 0.399
C 3.690 -4.362 -1.069
N 4.910 -3.100 0.821
H 1.047 3.308 0.286
H 1.454 4.214 1.991
H 0.141 4.929 0.701
H -0.746 2.037 1.433
H -1.652 3.734 1.789
H 0.102 4.085 3.836
H 0.787 2.348 3.485
H -2.295 2.063 3.703
H -1.699 3.140 5.236
H -1.255 0.839 6.142
H 0.408 0.990 5.150
H -1.272 0.103 2.940
H -2.440 -0.415 4.328
H 0.573 -1.368 4.753
H -1.015 -2.254 5.247
H -1.313 -3.294 2.986
H 0.500 -3.486 3.452
H -1.915 -2.912 0.561
H -2.336 -1.605 1.847
H -1.237 -1.226 -1.158
H -1.263 0.295 0.102
H -3.487 0.602 -0.565
H -3.944 -0.871 0.564
H -5.062 -1.481 -1.566
H -3.357 -2.354 -1.921
H -1.308 0.019 -3.009
H -1.994 1.863 -5.180
H -5.020 1.826 -5.648
H -6.081 -0.070 -3.561
H 1.912 -0.988 3.028
H 2.358 1.338 0.317
H 4.333 0.752 -1.217
H 3.498 -0.873 -1.681
H 1.885 0.347 -3.281
H 3.600 1.130 -3.567
H 2.459 3.259 -3.297
H 2.499 2.904 -1.438
H 0.132 1.746 -3.439
H 0.175 1.682 -1.497
H -0.522 3.905 -1.343
H -1.100 3.928 -4.617
H 1.913 5.342 -2.315
H 0.571 6.265 -1.992
H 1.151 -2.149 -1.282
H 1.157 -5.304 0.137
H -0.422 -4.752 1.006
H -1.309 -4.747 -1.086
H 0.245 -4.758 -1.837
H 2.254 -4.604 1.884
H 2.787 -2.859 2.344
H 4.648 -5.068 -1.108
H 3.841 -3.523 -1.873
H 2.710 -4.938 -1.347
H 5.629 -3.281 0.064
*
```

(2)
The following is a DFT calculation (wB97M-V/def2-TZVPD) of 5 unconnected molecules or ions with the total composition C34H45NO3.

Values from the calculation:
HOMO-LUMO gap in eV: 10.06
SMILES: CCCO[C@H](CCCCN)OC(C)=O.c1ccccc1.c1ccccc1.c1ccccc1.c1ccccc1
F_max in eV Å⁻¹: 0.5
LUMO in eV: 0.715

```
! wB97M-V def2-TZVPD RIJCOSX def2/J DEFGRID3
* xyz 0 1
C -0.807 -2.594 2.255
C -1.220 -2.561 0.778
C -1.632 -1.181 0.319
O -2.713 -0.725 1.116
C -3.209 0.536 0.762
C -2.160 1.639 0.732
C -1.259 1.693 1.966
C 0.153 2.169 1.651
C 1.014 2.259 2.902
N 1.138 0.936 3.532
O -4.279 0.809 1.671
C -4.280 0.220 2.916
C -5.535 -0.564 3.170
O -3.409 0.380 3.709
H -1.104 -3.529 2.730
H 0.273 -2.485 2.368
H -1.282 -1.784 2.810
H -0.375 -2.856 0.149
H -2.024 -3.272 0.578
H -0.774 -0.504 0.420
H -1.925 -1.189 -0.740
H -3.702 0.477 -0.218
H -2.687 2.583 0.572
H -1.551 1.481 -0.164
H -1.713 2.312 2.744
H -1.196 0.690 2.391
H 0.613 1.435 0.978
H 0.143 3.137 1.137
H 0.571 3.001 3.580
H 2.016 2.606 2.642
H 1.927 0.931 4.168
H 0.319 0.738 4.097
H -6.288 0.108 3.588
H -5.323 -1.336 3.906
H -5.927 -0.997 2.253
C 6.456 0.160 1.315
C 6.920 1.257 2.028
C 6.105 1.862 2.974
C 4.827 1.371 3.205
C 4.358 0.277 2.489
C 5.177 -0.328 1.545
H 7.093 -0.315 0.579
H 7.916 1.639 1.847
H 6.466 2.716 3.533
H 4.197 1.848 3.946
H 3.357 -0.099 2.659
H 4.816 -1.184 0.988
C 1.151 -0.788 -4.418
C 1.745 -0.870 -3.166
C 1.515 0.122 -2.222
C 0.696 1.198 -2.533
C 0.105 1.282 -3.787
C 0.331 0.288 -4.729
H 1.328 -1.564 -5.152
H 2.386 -1.709 -2.925
H 1.974 0.058 -1.243
H 0.511 1.971 -1.797
H -0.532 2.123 -4.030
H -0.130 0.353 -5.706
C 6.329 -4.089 -4.324
C 6.942 -4.149 -3.081
C 6.720 -3.145 -2.148
C 5.885 -2.081 -2.461
C 5.272 -2.021 -3.704
C 5.494 -3.025 -4.637
H 6.502 -4.872 -5.051
H 7.594 -4.978 -2.838
H 7.198 -3.193 -1.177
H 5.707 -1.296 -1.735
H 4.624 -1.187 -3.944
H 5.016 -2.978 -5.607
C -8.079 2.697 -0.050
C -8.824 2.668 -1.221
C -8.565 1.703 -2.186
C -7.562 0.767 -1.978
C -6.817 0.798 -0.806
C -7.073 1.763 0.157
H -8.282 3.449 0.701
H -9.608 3.398 -1.383
H -9.146 1.681 -3.099
H -7.362 0.012 -2.727
H -6.037 0.064 -0.639
H -6.486 1.780 1.066
*
```

(3)
The following is a DFT calculation (wB97M-V/def2-TZVPD) of a single C4H9NO2 molecule.

Values from the calculation:
HOMO-LUMO gap in eV: 9.95
SMILES: CO[C@@]1(O)CCN1
F_max in eV Å⁻¹: 0.3
Energy above the lowest of the compared OMol25 structures with the same formula, charge and spin in kcal per mole: 55.61
LUMO in eV: 0.885

```
! wB97M-V def2-TZVPD RIJCOSX def2/J DEFGRID3
* xyz 0 1
C -1.421 -1.791 -0.812
O -0.170 -1.312 -0.338
C 0.007 0.065 -0.216
O -0.977 0.739 -0.943
C 0.266 0.688 1.196
C 1.550 1.256 0.568
N 1.371 0.410 -0.634
H -1.315 -2.878 -0.885
H -2.238 -1.559 -0.116
H -1.672 -1.388 -1.800
H -1.318 1.453 -0.394
H -0.458 1.405 1.608
H 0.475 -0.077 1.948
H 1.477 2.314 0.293
H 2.483 1.107 1.119
H 1.939 -0.432 -0.595
*
```

(4)
The following is a DFT calculation (wB97M-V/def2-TZVPD) of a molecular structure, C10H13OTe4Ti.

Values from the calculation:
HOMO-LUMO gap in eV: 6.27
F_max in eV Å⁻¹: 0.6
Energy above the lowest of the compared OMol25 structures with the same formula, charge and spin in kcal per mole: 7.81
LUMO in eV: -4.408

```
! wB97M-V def2-TZVPD RIJCOSX def2/J DEFGRID3
* xyz 1 1
Ti -0.554 0.120 0.114
Te -1.506 -2.406 0.462
Te -3.575 -0.731 0.970
Te -2.939 0.951 -1.080
Te -1.324 2.748 0.088
C -0.535 0.394 4.372
C 0.282 0.363 3.127
C 1.766 0.384 3.120
O -0.352 0.307 2.068
H 0.060 0.458 5.277
H -1.154 -0.507 4.380
H -1.219 1.242 4.296
H 2.188 0.500 4.112
H 2.110 1.180 2.459
H 2.108 -0.556 2.680
C 1.378 0.304 -0.556
C 0.753 -0.084 -1.849
C 0.221 0.894 -2.707
C -0.455 0.531 -3.859
C -0.632 -0.815 -4.160
C -0.125 -1.797 -3.323
C 0.556 -1.435 -2.171
H 1.794 1.303 -0.530
H 2.056 -0.436 -0.135
H 0.372 1.936 -2.465
H -0.834 1.296 -4.524
H -1.163 -1.099 -5.060
H -0.254 -2.842 -3.569
H 0.978 -2.202 -1.536
*
```

(5)
The following is a DFT calculation (wB97M-V/def2-TZVPD) of 2 unconnected molecules or ions with the total composition C4H12.

Values from the calculation:
HOMO-LUMO gap (alpha / beta) in eV: 11.32 / 3.61
F_max in eV Å⁻¹: 1.5
Expectation value of S²: 0.7533
Energy above the lowest of the compared OMol25 structures with the same formula, charge and spin in kcal per mole: 11.45
LUMO (alpha / beta) in eV: -3.552 / -11.231

```
! wB97M-V def2-TZVPD RIJCOSX def2/J DEFGRID3
* xyz 1 2
C -0.102 0.116 1.947
C 0.177 -1.238 2.322
H 0.184 0.839 2.781
H 0.400 0.492 1.051
H -1.188 0.337 1.933
H -0.356 -1.499 3.269
H -0.444 -2.080 1.821
H 1.176 -1.634 2.153
C 0.437 -0.010 -2.029
C -0.420 1.219 -2.328
H 1.520 0.165 -2.061
H 0.331 -0.363 -0.986
H 0.297 -0.876 -2.677
H 0.045 2.195 -2.183
H -0.778 1.133 -3.352
H -1.279 1.202 -1.661
*
```

(6)
The following is a DFT calculation (wB97M-V/def2-TZVPD) of a molecular structure, C46H62HfN2O3SSeSi.

Values from the calculation:
HOMO-LUMO gap in eV: 7.70
F_max in eV Å⁻¹: 2.0
Energy above the lowest of the compared OMol25 structures with the same formula, charge and spin in kcal per mole: 3.85
LUMO in eV: 0.244

```
! wB97M-V def2-TZVPD RIJCOSX def2/J DEFGRID3
* xyz 0 1
Hf 0.501 1.668 0.057
C 3.305 -5.484 -0.280
C 2.568 -5.209 1.031
C 1.391 -6.190 1.135
C 3.539 -5.458 2.194
C 2.044 -3.774 1.098
C 2.234 -2.849 0.087
C 1.709 -1.569 0.212
Se 1.811 -0.348 -1.277
C 0.171 -0.903 -2.131
C 0.221 -1.926 -3.071
C -0.946 -2.405 -3.640
C -2.142 -1.807 -3.227
C -2.225 -0.782 -2.295
C -1.025 -0.310 -1.719
O -1.037 0.664 -0.811
C -3.572 -0.192 -1.850
C -4.751 -0.828 -2.589
C -3.765 -0.451 -0.347
C -3.618 1.323 -2.120
C -0.977 -3.541 -4.663
C -1.836 -4.695 -4.125
C -1.582 -3.032 -5.979
C 0.422 -4.082 -4.951
C 0.992 -1.144 1.330
O 0.519 0.094 1.383
C 0.785 -2.075 2.371
C 1.317 -3.348 2.218
C -0.018 -1.661 3.611
C -1.457 -1.319 3.191
C -0.091 -2.781 4.650
C 0.637 -0.442 4.283
H 3.652 -6.520 -0.292
H 2.651 -5.340 -1.145
H 4.178 -4.837 -0.396
H 1.748 -7.222 1.056
H 0.867 -6.089 2.089
H 0.670 -6.012 0.334
H 3.942 -6.474 2.144
H 4.375 -4.754 2.156
H 3.043 -5.339 3.160
H 2.774 -3.102 -0.817
H 1.187 -2.337 -3.335
H -3.062 -2.171 -3.665
H -4.819 -1.903 -2.405
H -5.677 -0.373 -2.230
H -4.695 -0.662 -3.668
H -3.800 -1.525 -0.146
H -2.951 -0.020 0.236
H -4.709 -0.010 -0.011
H -3.413 1.530 -3.174
H -4.615 1.710 -1.886
H -2.888 1.854 -1.512
H -2.871 -4.385 -3.962
H -1.843 -5.527 -4.836
H -1.440 -5.058 -3.173
H -2.609 -2.687 -5.839
H -0.998 -2.196 -6.374
H -1.594 -3.829 -6.728
H 0.895 -4.475 -4.046
H 0.355 -4.898 -5.674
H 1.074 -3.314 -5.375
H 1.157 -4.064 3.016
H -1.961 -2.207 2.799
H -2.024 -0.957 4.055
H -1.470 -0.555 2.416
H -0.591 -3.671 4.260
H 0.901 -3.068 5.010
H -0.666 -2.428 5.509
H 0.700 0.408 3.603
H 0.055 -0.146 5.161
H 1.648 -0.693 4.617
S 1.827 4.593 -3.452
C 0.177 4.240 -3.734
C -0.312 3.351 -2.830
C 0.641 2.922 -1.846
C 1.848 3.518 -2.097
C 3.061 3.266 -1.310
C 4.294 3.878 -1.535
C 5.362 3.568 -0.716
C 5.189 2.652 0.315
C 3.943 2.087 0.473
N 2.908 2.378 -0.316
H -0.340 4.707 -4.560
H -1.339 3.004 -2.861
H 4.402 4.589 -2.343
H 6.324 4.037 -0.876
H 5.996 2.385 0.982
H 3.748 1.372 1.266
C 2.803 3.496 3.844
Si 1.538 4.012 2.580
C 0.084 4.703 3.525
C 2.278 5.370 1.533
O 1.092 2.776 1.630
H 3.046 4.347 4.489
H 3.732 3.149 3.380
H 2.420 2.688 4.477
H 0.433 5.438 4.258
H -0.437 3.907 4.069
H -0.643 5.197 2.871
H 2.402 6.296 2.106
H 1.642 5.589 0.667
H 3.263 5.074 1.154
C -4.648 5.333 2.178
C -3.505 4.532 1.618
C -2.647 5.052 0.661
C -1.604 4.283 0.176
N -1.385 3.036 0.592
C -2.206 2.527 1.522
C -3.262 3.232 2.051
H -4.760 6.284 1.661
H -4.486 5.538 3.238
H -5.584 4.780 2.092
H -2.780 6.060 0.286
H -0.924 4.668 -0.572
H -1.998 1.514 1.849
H -3.894 2.769 2.799
*
```